{
  "formula": "C4H14N2O",
  "method": "the ωB97M-V functional and the def2-TZVPD basis",
  "species": ["C", "C", "C", "N", "H", "H", "H", "H", "H", "H", "H", "H", "H", "N", "C", "O", "H", "H", "H", "H", "H"],
  "positions_angstrom": [[2.446971, 0.476018, 0.691301], [1.409125, 0.106628, -0.378536], [1.401502, 1.061735, -1.621667], [0.347514, 0.526313, -2.543486], [2.418060, 1.546001, 0.985437], [3.482406, 0.229385, 0.385523], [2.266884, -0.097627, 1.643599], [1.561695, -0.916774, -0.703755], [0.410915, 0.214374, 0.085064], [2.371890, 1.027174, -2.111339], [1.210536, 2.111582, -1.331922], [0.385289, 0.993174, -3.379147], [-0.575702, 0.612437, -2.106908], [-2.552012, -0.814053, 2.458651], [-2.790191, -1.115804, 1.018301], [-1.623547, -0.812980, 0.235268], [-1.616703, -1.083185, 2.740266], [-2.511219, 0.160392, 2.719048], [-3.050130, -2.162174, 0.980696], [-3.615313, -0.511636, 0.577387], [-1.377970, -1.550979, -0.343781]],
  "forces_ev_per_angstrom": [[0.2883, -0.2735, 0.8349], [-0.1193, 1.7634, 0.2152], [-0.8923, -1.2497, 0.5046], [0.5741, -0.9401, 3.0053], [-0.0385, -0.5119, -0.3379], [-0.4647, 0.2213, 0.0236], [0.1020, 0.4336, -0.9053], [-0.1224, -0.1206, -0.1614], [0.4209, -0.3695, -0.2870], [0.0314, -0.0420, -0.2357], [0.0963, -0.3628, 0.1292], [-0.2446, 1.3593, -2.4290], [0.4947, 0.1079, -0.3336], [-0.1399, -0.0386, -0.7566], [0.5736, 1.2659, 0.9531], [-0.1538, -0.4099, -0.1080], [0.0247, -0.7849, -0.3446], [-0.6267, 0.4540, -0.6323], [0.0430, -0.3700, -0.2550], [0.3452, -0.3548, 0.8275], [-0.1921, 0.2229, 0.2930]],
  "lowdin_charge": [-0.13, -0.27, -0.27, -0.01, 0.07, 0.07, 0.07, 0.10, 0.08, 0.10, 0.10, 0.01, 0.06, 0.01, -0.30, -0.11, 0.06, 0.05, 0.10, 0.12, 0.09],
  "gap_ev": 10.096,
  "de_lowest_kcal_mol": 35.69,
  "smiles": "CCCN.NCO",
  "charge": 0
}



{
  "formula": "C4H14N2O",
  "method": "the ωB97M-V functional and the def2-TZVPD basis",
  "species": ["C", "N", "C", "C", "C", "N", "H", "H", "H", "H", "H", "H", "H", "H", "H", "H", "H", "H", "O", "H", "H"],
  "positions_angstrom": [[-1.973077, 2.178612, 1.027952], [-0.867705, 1.529530, 0.238519], [0.331432, 0.971472, 1.143914], [0.347125, -0.583283, 1.381678], [0.900048, -1.339133, 0.175272], [0.725415, -0.839459, -1.182460], [-2.072435, 2.009903, 2.153188], [-2.875131, 1.780403, 0.715311], [-1.769153, 3.247236, 0.709836], [-1.191973, 0.691139, -0.236361], [0.335849, 1.553910, 2.113955], [1.240682, 1.371210, 0.604362], [0.810704, -0.722532, 2.387842], [-0.763805, -0.979435, 1.643833], [1.991247, -1.502415, 0.407261], [0.256312, -2.336874, 0.208249], [-0.272034, -0.838864, -1.380589], [1.088230, 0.003887, -1.624974], [1.303328, -2.343307, -3.845240], [1.953326, -1.839433, -3.226867], [0.501607, -2.012562, -3.414688]],
  "forces_ev_per_angstrom": [[2.5769, 1.0552, 0.2234], [1.5574, -1.6870, 2.4042], [-0.8968, 1.6194, -0.7136], [-2.9001, 1.6708, 1.0954], [0.2014, -2.0449, 0.8989], [-1.2779, -0.2957, -0.5449], [1.0317, 0.3294, -1.2233], [-2.0047, -0.2196, -1.2204], [-1.2282, -0.9077, 1.1666], [-0.2969, 0.2663, 0.2093], [-0.3244, -0.7525, -0.9825], [-0.6455, -0.9706, 0.5627], [0.4199, -0.3826, -1.1063], [2.1481, 1.2207, -0.8522], [-1.0644, -0.2757, -0.6550], [2.0624, 1.5717, -0.3264], [0.2249, -0.0325, -0.1953], [0.3828, -0.0237, 1.2897], [1.4833, 1.7481, 1.8768], [-1.3299, -1.5231, -1.6555], [-0.1199, -0.3658, -0.2516]],
  "lowdin_charge": [-0.15, -0.13, -0.20, -0.23, -0.31, -0.03, 0.09, 0.03, 0.09, 0.04, 0.10, 0.10, 0.10, 0.14, 0.12, 0.14, 0.07, 0.09, -0.12, 0.06, 0.00],
  "gap_ev": 9.811,
  "de_lowest_kcal_mol": 73.03,
  "smiles": "CNCCCN.O",
  "charge": 0
}



{
  "formula": "C4H14N2O",
  "method": "the ωB97M-V functional and the def2-TZVPD basis",
  "species": ["C", "N", "C", "C", "C", "N", "H", "H", "H", "H", "H", "H", "H", "H", "H", "H", "H", "H", "O", "H", "H"],
  "positions_angstrom": [[2.046356, -1.443779, 0.253299], [1.048997, -0.383313, 0.280254], [0.299044, 0.048738, -0.915908], [0.901370, -0.549591, -2.162909], [-1.194625, -0.321266, -0.758581], [-1.630764, -0.119332, 0.612823], [1.744817, -2.339081, -0.288464], [3.019521, -1.155631, -0.139465], [2.244825, -1.746881, 1.276703], [1.463441, 0.331283, 0.852175], [0.303575, 1.139955, -0.832624], [0.361320, -0.198237, -3.037659], [0.989182, -1.632355, -2.222181], [1.905909, -0.125507, -2.308421], [-1.826807, 0.340480, -1.352084], [-1.380997, -1.334915, -1.146314], [-1.007194, -0.474507, 1.325679], [-2.554190, -0.500638, 0.768179], [-1.400941, 2.548136, 2.290322], [-1.164982, 1.770781, 2.801461], [-0.590603, 3.021985, 2.093637]],
  "forces_ev_per_angstrom": [[-0.0131, -0.2512, -0.0475], [0.3488, -0.7917, 0.4676], [-0.2116, -0.4988, 1.4625], [0.6819, 1.3927, -0.9297], [-0.0515, -0.3210, 0.3563], [-0.4163, 0.0639, 0.2166], [-0.2598, 0.0891, 0.0504], [0.2137, 0.2111, -0.3839], [-0.1112, -0.1453, 0.2324], [-0.4490, 0.6251, -0.3014], [0.2842, 0.0017, -0.7441], [-0.3253, -0.1471, -0.1701], [-0.3056, 0.0361, 0.3572], [-0.0633, -0.2789, 0.1095], [0.2499, 0.0921, -0.3725], [0.1929, -0.1138, 0.1325], [0.2227, -0.2698, -0.4715], [0.0210, 0.0913, -0.0176], [-0.3011, 0.3493, 0.1126], [0.1524, -0.0249, -0.1478], [0.1401, -0.1099, 0.0886]],
  "lowdin_charge": [-0.14, -0.10, -0.39, -0.08, -0.26, -0.02, 0.07, 0.07, 0.07, 0.10, 0.14, 0.08, 0.07, 0.08, 0.11, 0.11, 0.05, 0.07, -0.07, 0.02, 0.02],
  "gap_ev": 9.190,
  "de_lowest_kcal_mol": 39.53,
  "smiles": "CN[C@@H](C)CN.O",
  "charge": 0
}



{
  "formula": "C4H14N2O",
  "method": "the ωB97M-V functional and the def2-TZVPD basis",
  "species": ["C", "N", "C", "C", "C", "N", "H", "H", "H", "H", "H", "H", "H", "H", "H", "H", "H", "H", "O", "H", "H"],
  "positions_angstrom": [[-1.221479, 0.902472, -1.633506], [-0.311111, 0.186241, -0.723779], [0.233862, -0.953010, -1.421053], [0.622586, 1.118589, -0.108754], [1.702066, 0.463386, 0.764756], [1.321200, 0.121331, 2.133230], [-1.315055, 1.930461, -1.300377], [-2.206763, 0.433854, -1.632806], [-0.792095, 0.919247, -2.627041], [0.912316, -1.532502, -0.810851], [-0.585898, -1.593290, -1.727940], [0.810441, -0.640572, -2.309763], [0.037624, 1.807154, 0.493750], [1.149147, 1.682479, -0.896461], [2.576675, 1.111564, 0.749778], [2.005081, -0.472135, 0.290760], [0.518856, -0.494486, 2.143421], [1.075026, 0.964368, 2.633504], [-1.947288, -1.642425, 0.846735], [-1.991801, -1.312675, 1.760131], [-1.626706, -0.885780, 0.318408]],
  "forces_ev_per_angstrom": [[0.2740, -0.1665, 0.7957], [-1.0246, 0.1878, 0.2510], [0.5501, 0.2119, -0.2955], [0.7727, -0.4702, -0.3597], [-0.5034, -0.4374, -0.1616], [0.2343, 0.3075, -0.1316], [-0.2032, 0.1293, 0.0778], [0.0353, -0.0061, -0.2218], [-0.0378, 0.0489, -0.5541], [-0.1096, -0.2083, 0.2402], [-0.0568, -0.1445, -0.1236], [-0.1118, -0.0647, -0.0830], [-0.0132, 0.2621, 0.0477], [-0.0376, 0.1807, -0.0274], [0.0318, 0.0276, 0.3111], [0.2240, 0.1979, 0.0001], [-0.0421, -0.0402, -0.0775], [-0.0998, -0.0007, 0.1592], [-0.1391, 0.1949, 0.4593], [-0.0393, -0.1643, -0.5469], [0.2963, -0.0455, 0.2406]],
  "lowdin_charge": [-0.08, -0.31, -0.11, -0.21, -0.27, 0.00, 0.08, 0.09, 0.08, 0.07, 0.09, 0.09, 0.11, 0.12, 0.11, 0.09, 0.05, 0.06, -0.09, 0.03, -0.01],
  "gap_ev": 9.803,
  "de_lowest_kcal_mol": 31.55,
  "smiles": "CN(C)CCN.O",
  "charge": 0
}



{
  "formula": "C4H14N2O",
  "method": "the ωB97M-V functional and the def2-TZVPD basis",
  "species": ["C", "C", "C", "C", "N", "N", "H", "H", "H", "H", "H", "H", "H", "H", "H", "H", "H", "H", "H", "H", "O"],
  "positions_angstrom": [[-0.641903, -1.341232, 0.562786], [-1.212681, -0.334876, -0.383266], [-0.977065, 1.056311, 0.030341], [-0.982985, 2.129311, -0.851457], [-0.963725, 3.517077, -0.312043], [0.817331, -1.562391, 0.321046], [-0.887309, -1.078498, 1.579788], [-1.145499, -2.334461, 0.496071], [-1.098725, -0.545483, -1.458627], [-2.327086, -0.507762, -0.443492], [-0.691890, 1.209161, 1.080327], [-1.246264, 2.049388, -1.904393], [-0.030375, 3.876865, -0.567487], [-1.700916, 4.049231, -0.769511], [-0.959584, 3.436585, 0.703404], [0.868533, -2.296712, -0.401873], [1.262580, -0.790389, -0.189713], [1.468959, -1.828279, 1.059872], [4.087249, -2.612062, 0.905779], [3.095294, -3.495260, 0.129167], [3.266061, -2.596524, 0.413281]],
  "forces_ev_per_angstrom": [[-1.1485, -1.3020, 0.1452], [-2.5419, 0.1262, -0.8180], [1.2080, 0.1253, 1.2157], [-0.0675, -0.2004, -1.2281], [1.6199, -1.1903, -0.9866], [0.1314, -0.3634, -1.5319], [0.6525, 0.5517, 0.3976], [0.5633, 0.5351, -0.4129], [1.1706, 0.0088, 0.0972], [0.3491, -0.2932, 0.6942], [-0.1364, -0.0211, -0.3008], [-0.0264, 0.2845, 0.3832], [-0.7454, 0.4544, 0.1708], [-0.0918, 0.5013, 0.6971], [-0.7627, 0.4622, 0.1022], [0.1496, -0.0029, 0.5706], [-0.3193, 0.5694, 0.5371], [-0.1886, -0.0919, 0.2039], [0.2875, -0.0951, 0.0739], [0.2919, -0.3525, -0.0225], [-0.3953, 0.2937, 0.0122]],
  "lowdin_spin": [0.01, 0.08, 0.35, 0.35, 0.05, 0.02, 0.00, 0.00, 0.01, 0.03, 0.04, 0.03, 0.01, 0.01, 0.01, 0.00, 0.01, 0.00, 0.00, 0.00, 0.00],
  "gap_ev": [4.294, 8.339],
  "de_lowest_kcal_mol": 43.47,
  "multiplicity": 2,
  "charge": 1
}